Record 1
The following is a DFT calculation (the ωB97M-V functional and the def2-TZVPD basis) of a cluster of 2 separate species, C2H2N3O2S2 in total at a distorted geometry.

HOMO energy in eV: -5.24
HOMO-LUMO gap in Eh: 0.2739
Charge: -1

Positions of all 11 atoms, in Å:
C (-0.24690, 0.20279, 0.75629)
C (1.24872, -0.08121, -0.68944)
N (1.00223, -0.28632, 0.61536)
N (-0.78341, 0.59734, -0.40093)
N (0.17800, 0.40449, -1.31179)
O (-1.88781, -0.76832, -3.61453)
O (0.60094, -0.23522, -4.13479)
S (-1.12955, 1.97021, -4.19709)
S (-0.71696, 0.18088, -3.67132)
H (-0.73163, 0.24772, 1.80727)
H (2.13618, -0.37917, -1.23746)

Record 2
The following is a DFT calculation (the ωB97M-V functional and the def2-TZVPD basis) of a structure of composition C14H17BrN8PRhSe at a distorted geometry.

HOMO energy (spin up / spin down) in eV: -14.53 / -15.52
HOMO-LUMO gap (spin up / spin down) in Eh: 0.2596 / 0.2222
Charge: +2
Spin multiplicity: 5
Expectation value of S²: 6.018

Positions of all 43 atoms, in Å:
Rh (-0.08734, 1.36238, -0.86399)
N (-0.85276, -0.77044, 4.06531)
N (-0.63958, 0.17202, 3.12932)
N (-0.19436, 1.36657, 3.44868)
C (-0.06419, 1.93250, 2.26507)
N (-0.41557, 1.07965, 1.29080)
N (-0.78297, -0.05589, 1.86092)
H (-0.97541, -0.38256, 4.98780)
H (-1.49200, -1.49611, 3.78419)
H (0.27267, 2.94349, 2.10983)
C (3.39129, 1.30090, -1.57349)
P (1.92981, 0.22694, -1.58709)
C (2.11732, -0.81647, -3.05696)
C (2.01355, -0.83278, -0.12570)
C (2.56371, -0.33860, 1.06252)
C (2.60580, -1.14208, 2.18966)
C (2.09640, -2.43369, 2.14128)
C (1.55051, -2.92994, 0.96127)
C (1.49834, -2.13147, -0.16644)
H (3.39801, 1.97310, -0.71797)
H (3.38544, 1.90855, -2.47882)
H (4.28535, 0.67573, -1.56240)
H (2.97208, -1.47846, -2.91418)
H (2.29556, -0.17034, -3.91636)
H (1.22234, -1.40763, -3.24255)
H (2.97240, 0.66340, 1.10236)
H (3.05359, -0.76669, 3.10043)
H (2.14424, -3.06239, 3.02058)
H (1.18631, -3.94843, 0.92106)
H (1.10493, -2.53047, -1.09452)
Se (-2.16660, -2.22428, -0.80935)
N (-3.79904, -1.67024, -0.97782)
C (-3.79118, -0.37752, -1.25182)
C (-4.88362, 0.50946, -1.42871)
C (-4.59741, 1.82806, -1.65232)
C (-3.26056, 2.29790, -1.70563)
N (-2.22764, 1.49552, -1.58123)
C (-2.47297, 0.18709, -1.36175)
N (-1.45777, -0.63736, -1.17736)
H (-5.90072, 0.14333, -1.37756)
H (-5.39656, 2.54273, -1.78961)
H (-3.05337, 3.34830, -1.86834)
Br (0.45193, 3.64622, -1.15909)

Record 3
The following is a DFT calculation (the ωB97M-V functional and the def2-TZVPD basis) of a cluster of 2 separate species, C44H51N4 in total at a distorted geometry.

HOMO energy in eV: -9.59
HOMO-LUMO gap in Eh: 0.2050
Charge: +1

Positions of all 99 atoms, in Å:
C (7.13748, 3.92909, -0.19455)
N (6.44917, 2.99442, 0.67938)
C (7.31632, 2.42778, 1.69029)
C (5.15895, 2.59244, 0.46722)
C (4.55520, 1.50670, 1.17690)
C (3.25553, 1.10153, 0.90756)
C (2.47785, 1.71507, -0.11722)
C (1.17164, 1.22695, -0.49411)
C (0.44220, 1.87992, -1.48619)
C (-0.96692, 2.01600, -1.61350)
C (-1.50772, 2.52780, -2.86992)
C (-0.68573, 2.61471, -4.02687)
C (-1.18057, 2.99735, -5.25426)
C (-2.56202, 3.28055, -5.42307)
N (-3.07540, 3.50085, -6.66489)
C (-4.47746, 3.30635, -6.95523)
C (-2.24318, 3.99713, -7.73616)
C (-3.39171, 3.26921, -4.26335)
C (-2.84931, 2.98671, -3.01619)
C (-1.81960, 1.71513, -0.46352)
C (-1.34839, 1.94091, 0.85291)
C (-2.13501, 1.72431, 1.97504)
C (-3.46413, 1.24916, 1.83649)
N (-4.28178, 1.12758, 2.92700)
C (-5.72237, 1.23251, 2.81645)
C (-3.82130, 0.84821, 4.27583)
C (-3.93023, 0.96067, 0.52752)
C (-3.14734, 1.21991, -0.58824)
C (3.04901, 2.86847, -0.73778)
C (4.34310, 3.27722, -0.48229)
H (6.53970, 4.82108, -0.40768)
H (8.04186, 4.24737, 0.33451)
H (7.43629, 3.45072, -1.14224)
H (6.75588, 1.91755, 2.48302)
H (8.02565, 1.70908, 1.23719)
H (7.90934, 3.25619, 2.11968)
H (5.12963, 0.96371, 1.92321)
H (2.79698, 0.29582, 1.49071)
H (0.77961, 0.32282, -0.01583)
H (1.04642, 2.32577, -2.27899)
H (0.37236, 2.35009, -3.99183)
H (-0.50585, 3.00304, -6.10875)
H (-4.91033, 2.57179, -6.26258)
H (-5.04267, 4.24902, -6.86563)
H (-4.59772, 2.93018, -7.97914)
H (-1.28526, 4.33975, -7.33032)
H (-2.04187, 3.22040, -8.48980)
H (-2.73455, 4.84283, -8.23360)
H (-4.45793, 3.49308, -4.35206)
H (-3.48474, 3.11526, -2.13976)
H (-0.35693, 2.37363, 0.97450)
H (-1.74226, 2.00781, 2.95233)
H (-6.01627, 1.94779, 2.03470)
H (-6.19115, 0.25703, 2.59650)
H (-6.10958, 1.59449, 3.78078)
H (-2.73038, 0.83586, 4.34480)
H (-4.21958, 1.60519, 4.97103)
H (-4.20254, -0.13141, 4.61753)
H (-4.93709, 0.55272, 0.38671)
H (-3.57604, 1.07925, -1.58170)
H (2.44659, 3.46227, -1.42569)
H (4.73648, 4.14871, -1.00947)
C (4.32682, -5.42372, 2.68320)
C (4.17872, -4.06254, 2.97078)
C (2.97172, -3.42898, 2.69102)
C (1.90728, -4.14372, 2.13961)
C (0.61350, -3.36189, 1.92484)
C (-0.43711, -3.57558, 3.03646)
C (-1.42394, -2.59325, 3.22835)
C (-2.44458, -2.77872, 4.16691)
C (-2.48028, -3.94422, 4.94077)
C (-1.50572, -4.92965, 4.74864)
C (-0.48179, -4.74673, 3.80859)
C (-0.05135, -3.55861, 0.55507)
C (0.77349, -3.92208, -0.69750)
C (-0.28612, -3.72893, -1.80473)
C (-1.37025, -2.79777, -1.20188)
N (-0.75307, -2.37719, 0.06596)
C (2.05213, -5.49872, 1.82498)
C (3.26646, -6.13722, 2.11206)
H (5.26446, -5.93027, 2.90590)
H (4.99628, -3.48665, 3.40808)
H (2.83187, -2.36756, 2.92260)
H (0.91248, -2.30439, 1.93100)
H (-1.38394, -1.66770, 2.65184)
H (-3.21335, -2.01061, 4.27825)
H (-3.23963, -4.06690, 5.71449)
H (-1.54254, -5.85243, 5.33098)
H (0.28397, -5.51694, 3.69637)
H (-0.79714, -4.37525, 0.70000)
H (1.58695, -3.19162, -0.81244)
H (1.18459, -4.92928, -0.64061)
H (0.13597, -3.29000, -2.71345)
H (-0.75620, -4.68743, -2.05758)
H (-1.61474, -1.95009, -1.85104)
H (-2.29831, -3.37333, -1.00924)
H (-1.41076, -1.93190, 0.70859)
H (1.21404, -6.05455, 1.38705)
H (3.36979, -7.19712, 1.87872)

Record 4
The following is a DFT calculation (the ωB97M-V functional and the def2-TZVPD basis) of a structure of composition C3H4F24K2O3P4 at a distorted geometry.

HOMO energy (spin up / spin down) in eV: -8.73 / -8.73
HOMO-LUMO gap (spin up / spin down) in Eh: 0.3528 / 0.1131
Charge: -1
Spin multiplicity: 2
Expectation value of S²: 0.755

Positions of all 40 atoms, in Å:
K (3.04822, 20.97821, 4.88711)
K (1.48346, 16.83366, 2.62352)
P (4.67398, 17.55117, 4.29784)
F (3.14287, 18.16261, 4.11724)
F (4.23332, 16.66733, 2.95323)
F (5.18778, 18.86128, 3.39536)
F (6.16809, 16.96490, 4.33781)
F (4.86920, 18.47718, 5.61198)
F (3.95144, 16.36142, 5.15549)
P (-0.35851, 24.53076, 0.24203)
F (-0.14477, 25.32773, 1.68195)
F (-1.75363, 23.98644, 0.85229)
F (-1.18169, 25.77159, -0.42007)
F (-0.58244, 23.46556, -0.97500)
F (1.01386, 25.24893, -0.38366)
F (0.38689, 23.33714, 0.97062)
P (1.48454, 24.49268, 5.45244)
F (0.46979, 23.23170, 5.64241)
F (0.62019, 25.43498, 6.48932)
F (2.49255, 23.78847, 6.57001)
F (2.42597, 25.76245, 5.14765)
F (2.37319, 23.65297, 4.32136)
F (0.53319, 24.90412, 4.24744)
P (-0.27114, 19.99305, 3.21263)
F (0.73397, 19.64176, 2.00413)
F (-0.82696, 18.48786, 3.22152)
F (0.94954, 19.48018, 4.13619)
F (-1.35710, 20.27970, 4.47735)
F (0.25423, 21.50753, 3.25760)
F (-1.34033, 20.47294, 2.12826)
C (-2.47666, 17.81757, 5.89093)
C (-2.07999, 18.53862, 7.15678)
O (-3.22180, 18.68023, 7.94428)
C (-4.16831, 18.01083, 7.40206)
O (-5.29520, 17.97152, 7.83409)
O (-3.75055, 17.33173, 6.38039)
H (-1.74431, 17.02994, 5.71371)
H (-2.63115, 18.42523, 4.99931)
H (-1.75361, 19.54998, 6.91448)
H (-1.31241, 17.94950, 7.65863)

Among the records above, which one has the highest charge?
C14H17BrN8PRhSe

Which of these has the highest charge?
C14H17BrN8PRhSe

Please write out number 2 again, unchanged.
The following is a DFT calculation (the ωB97M-V functional and the def2-TZVPD basis) of a structure of composition C14H17BrN8PRhSe at a distorted geometry.

HOMO energy (spin up / spin down) in eV: -14.53 / -15.52
HOMO-LUMO gap (spin up / spin down) in Eh: 0.2596 / 0.2222
Charge: +2
Spin multiplicity: 5
Expectation value of S²: 6.018

Positions of all 43 atoms, in Å:
Rh (-0.08734, 1.36238, -0.86399)
N (-0.85276, -0.77044, 4.06531)
N (-0.63958, 0.17202, 3.12932)
N (-0.19436, 1.36657, 3.44868)
C (-0.06419, 1.93250, 2.26507)
N (-0.41557, 1.07965, 1.29080)
N (-0.78297, -0.05589, 1.86092)
H (-0.97541, -0.38256, 4.98780)
H (-1.49200, -1.49611, 3.78419)
H (0.27267, 2.94349, 2.10983)
C (3.39129, 1.30090, -1.57349)
P (1.92981, 0.22694, -1.58709)
C (2.11732, -0.81647, -3.05696)
C (2.01355, -0.83278, -0.12570)
C (2.56371, -0.33860, 1.06252)
C (2.60580, -1.14208, 2.18966)
C (2.09640, -2.43369, 2.14128)
C (1.55051, -2.92994, 0.96127)
C (1.49834, -2.13147, -0.16644)
H (3.39801, 1.97310, -0.71797)
H (3.38544, 1.90855, -2.47882)
H (4.28535, 0.67573, -1.56240)
H (2.97208, -1.47846, -2.91418)
H (2.29556, -0.17034, -3.91636)
H (1.22234, -1.40763, -3.24255)
H (2.97240, 0.66340, 1.10236)
H (3.05359, -0.76669, 3.10043)
H (2.14424, -3.06239, 3.02058)
H (1.18631, -3.94843, 0.92106)
H (1.10493, -2.53047, -1.09452)
Se (-2.16660, -2.22428, -0.80935)
N (-3.79904, -1.67024, -0.97782)
C (-3.79118, -0.37752, -1.25182)
C (-4.88362, 0.50946, -1.42871)
C (-4.59741, 1.82806, -1.65232)
C (-3.26056, 2.29790, -1.70563)
N (-2.22764, 1.49552, -1.58123)
C (-2.47297, 0.18709, -1.36175)
N (-1.45777, -0.63736, -1.17736)
H (-5.90072, 0.14333, -1.37756)
H (-5.39656, 2.54273, -1.78961)
H (-3.05337, 3.34830, -1.86834)
Br (0.45193, 3.64622, -1.15909)